#1
{
  "formula": "C4H13N2O2",
  "method": "ωB97M-V/def2-TZVPD",
  "symbols": ["O", "C", "C", "C", "C", "N", "N", "H", "H", "H", "H", "H", "H", "H", "H", "H", "H", "H", "H", "H", "O"],
  "positions_angstrom": [[-0.5354, -0.4179, -0.0821], [0.1775, -0.3706, 1.0843], [1.5279, 0.0716, 1.1660], [2.3469, 0.3368, -0.0866], [1.8356, 1.1724, -1.2001], [1.4110, 2.4379, -0.6320], [-3.7930, -3.6679, 0.3938], [-0.3150, -0.5866, 2.0503], [2.1576, 0.1388, 2.0286], [3.3751, 0.6650, 0.2185], [2.4271, -0.6485, -0.5359], [2.6919, 1.4001, -1.8435], [1.1358, 0.5878, -1.8008], [2.2128, 2.8271, -0.1735], [0.6042, 2.4840, -0.0426], [-4.6949, -3.3031, 0.4492], [-3.8235, -4.5062, 1.0261], [-3.6326, -3.8915, -0.6222], [-1.5549, 0.9331, -0.6570], [-2.1660, 2.4510, -0.3784], [-1.3881, 1.8868, -0.3623]],
  "nbo_charge": [-0.536, 0.200, -0.052, -0.484, -0.211, -0.853, -1.073, 0.160, 0.206, 0.201, 0.236, 0.189, 0.215, 0.336, 0.393, 0.349, 0.360, 0.365, 0.513, 0.475, -0.989],
  "total_charge": 0,
  "e_homo_ha": [-0.311, -0.312],
  "orbital_gap_ev": [9.4, 6.8],
  "spin_multiplicity": 2
}

#2
{
  "formula": "C4H13N2O2",
  "method": "ωB97M-V/def2-TZVPD",
  "symbols": ["C", "C", "C", "O", "N", "C", "N", "H", "H", "H", "H", "H", "H", "H", "H", "H", "H", "H", "H", "H", "O"],
  "positions_angstrom": [[0.2882, 1.3325, 0.7991], [0.9978, 0.1006, 1.5268], [-0.0298, -1.1481, 1.9146], [-0.9766, -1.2769, 0.9678], [-0.6578, 1.2207, -0.2617], [-0.0663, 1.4300, -1.5993], [0.3950, 0.3202, -2.4879], [-0.2614, 1.8891, 1.5681], [1.1733, 1.9592, 0.6238], [1.6608, -0.1587, 0.7112], [1.5053, 0.4418, 2.4982], [0.5648, -2.0553, 2.0077], [-0.4143, -0.9481, 2.8888], [-1.2383, 0.3690, -0.2485], [-0.8102, 2.0516, -2.1426], [0.8609, 2.0830, -1.5447], [-0.3184, -0.2597, -2.8519], [0.8520, -0.3086, -1.8465], [-0.7485, -1.9274, -0.1766], [-1.8083, -2.7708, -1.0866], [-0.9680, -2.3442, -1.2597]],
  "nbo_charge": [-0.227, -0.374, -0.102, -0.351, -0.616, -0.070, -0.824, 0.182, 0.211, 0.209, 0.233, 0.212, 0.174, 0.401, 0.184, 0.177, 0.372, 0.342, 0.472, 0.450, -1.053],
  "total_charge": 0,
  "e_homo_ha": [-0.328, -0.321],
  "orbital_gap_ev": [9.6, 5.5],
  "spin_multiplicity": 2
}

The computed energies, referenced to the most stable structure and given in kcal/mol, are #1 0.0; #2 26.8.

#1
{
  "formula": "C5H14N2O",
  "method": "ωB97M-V/def2-TZVPD",
  "symbols": ["C", "C", "C", "N", "C", "C", "N", "H", "H", "H", "H", "H", "H", "H", "H", "H", "H", "H", "H", "H", "H", "O"],
  "positions_angstrom": [[1.3424, -0.4557, -1.3095], [1.8620, 0.6754, -0.3967], [0.8064, 1.6659, 0.1588], [-1.8491, -0.4221, 1.9428], [-0.5997, 0.1204, 1.5247], [-0.5117, 1.0345, 0.5122], [0.2186, -0.1433, -2.2328], [1.0688, -1.3476, -0.7398], [2.1659, -0.7746, -1.9577], [2.5659, 1.2525, -0.9827], [2.3583, 0.1815, 0.4445], [1.2551, 2.0988, 1.0754], [0.6378, 2.3942, -0.6394], [-2.6006, 0.2203, 1.7618], [-1.9083, -0.7901, 2.8900], [0.3038, -0.2981, 1.9743], [-1.4046, 1.4182, 0.0205], [-0.6290, -0.4660, -1.7624], [0.0790, 0.8637, -2.1842], [-1.7231, -1.7686, 0.4622], [-1.3854, -3.0719, -0.3232], [-2.0524, -2.3874, -0.2390]],
  "nbo_charge": [-0.220, -0.523, -0.509, -0.944, -0.180, -0.419, -0.852, 0.167, 0.161, 0.181, 0.185, 0.127, 0.181, 0.298, 0.348, 0.161, 0.170, 0.370, 0.339, 0.507, 0.447, -0.997],
  "total_charge": -1,
  "e_homo_ha": [0.050, -0.138],
  "orbital_gap_ev": [2.6, 7.6],
  "spin_multiplicity": 2
}

#2
{
  "formula": "C5H14N2O",
  "method": "ωB97M-V/def2-TZVPD",
  "symbols": ["C", "C", "C", "C", "N", "C", "N", "H", "H", "H", "H", "H", "H", "H", "H", "H", "H", "H", "H", "H", "H", "O"],
  "positions_angstrom": [[-1.0487, -0.2054, -0.1526], [-0.4448, -1.6580, -0.1446], [0.2657, -1.8555, 1.1798], [0.8834, -3.0411, 1.4226], [-0.1212, 0.8360, -0.5343], [-0.9127, 2.0469, -0.9356], [-1.5929, 1.8726, -2.2169], [-1.4826, -0.0265, 0.8925], [-1.8889, -0.3342, -0.8742], [-1.2212, -2.4546, -0.2680], [0.3158, -1.7395, -0.9391], [0.1478, -1.1474, 2.0193], [1.5633, -3.4813, 2.1340], [1.0142, -3.6534, 0.5050], [0.7091, 0.9306, 0.0089], [-0.1885, 2.8017, -1.1712], [-1.5551, 2.2605, -0.1259], [-2.5576, 1.5212, -2.1417], [-0.9748, 1.1662, -2.7299], [3.8085, 1.8927, 1.2260], [2.3589, 2.5061, 1.3826], [2.9223, 1.7626, 1.4633]],
  "nbo_charge": [-0.224, -0.457, -0.170, -0.436, -0.700, -0.175, -0.865, 0.152, 0.179, 0.207, 0.223, 0.206, 0.202, 0.158, 0.403, 0.174, 0.155, 0.346, 0.365, 0.379, 0.309, -1.429],
  "total_charge": -1,
  "e_homo_ha": [0.041, -0.205],
  "orbital_gap_ev": [2.4, 9.0],
  "spin_multiplicity": 2
}

#3
{
  "formula": "C5H14N2O",
  "method": "ωB97M-V/def2-TZVPD",
  "symbols": ["C", "O", "C", "C", "C", "C", "N", "N", "H", "H", "H", "H", "H", "H", "H", "H", "H", "H", "H", "H", "H", "H"],
  "positions_angstrom": [[-2.5110, -0.4267, 1.1808], [2.6023, -0.4864, 1.6074], [-1.6377, 0.3379, 0.3329], [-0.2003, 0.3245, 0.8394], [0.9060, 1.0495, -0.0064], [1.7914, 0.1099, -0.8484], [1.1742, -0.0201, -2.2012], [-1.6344, -0.4830, -1.1240], [2.9603, -0.7349, 2.4681], [-3.2742, -0.0172, 1.8390], [-1.8820, 1.3620, 0.0259], [-0.2300, 0.7678, 1.8329], [0.1504, -0.6974, 1.0620], [0.5708, 1.9486, -0.5194], [1.6268, 1.2952, 0.7890], [2.8237, 0.5308, -0.9113], [1.8343, -0.8453, -0.3262], [1.7311, -0.6283, -2.7988], [0.2127, -0.4015, -2.0777], [-2.5744, -1.5060, 1.1105], [-1.9763, -1.3040, -0.6308], [-2.4637, -0.1755, -1.6439]],
  "nbo_charge": [-0.313, -1.369, -0.139, -0.409, -0.446, -0.210, -0.909, -0.838, 0.400, 0.170, 0.197, 0.204, 0.251, 0.175, 0.282, 0.184, 0.228, 0.328, 0.384, 0.160, 0.337, 0.334],
  "total_charge": -1,
  "e_homo_ha": [-0.095, -0.095],
  "orbital_gap_ev": [6.1, 5.5],
  "spin_multiplicity": 2
}

The computed energies, referenced to the most stable structure and given in kcal/mol, are #1 0.0; #2 21.9; #3 24.9.

#1
{
  "formula": "C6H15N2O3",
  "method": "ωB97M-V/def2-TZVPD",
  "symbols": ["C", "C", "C", "C", "C", "C", "N", "N", "O", "O", "O", "H", "H", "H", "H", "H", "H", "H", "H", "H", "H", "H", "H", "H", "H", "H"],
  "positions_angstrom": [[3.0842, 0.9003, 0.7848], [0.3614, -2.5608, -0.6212], [-3.3940, 1.3561, -0.1468], [-0.6487, -2.3348, 0.4813], [-1.9164, 1.6213, -0.3441], [-0.8176, -0.0677, 1.0026], [1.8457, 0.7188, 0.8162], [3.8266, 1.2395, -0.3247], [1.1272, 0.5932, -0.4177], [-1.2537, -0.9627, 0.2869], [-1.2251, 1.1435, 0.8569], [1.4136, -2.2877, -0.2846], [0.5060, -3.5695, -1.0777], [0.2135, -1.9105, -1.5260], [-3.9055, 1.7866, -0.9792], [-3.5172, 0.2787, -0.2403], [-3.7413, 1.7768, 0.8287], [-0.2118, -2.3883, 1.4506], [-1.5171, -2.8867, 0.1232], [-1.8233, 2.6986, -0.4129], [-1.4533, 1.2083, -1.2188], [3.5764, 1.0583, 1.8059], [-0.1562, -0.1752, 1.8469], [4.7850, 0.8062, -0.4278], [3.3047, 0.8394, -1.0651], [1.5367, 1.1182, -1.1973]],
  "nbo_charge": [0.231, -0.678, -0.635, -0.075, -0.078, 0.746, -0.231, -0.796, -0.638, -0.411, -0.415, 0.225, 0.262, 0.247, 0.238, 0.214, 0.238, 0.220, 0.237, 0.220, 0.204, 0.220, 0.220, 0.412, 0.351, 0.472],
  "total_charge": 1,
  "e_homo_ha": -0.482,
  "orbital_gap_ev": 10.0,
  "spin_multiplicity": 1
}

#2
{
  "formula": "C6H15N2O3",
  "method": "ωB97M-V/def2-TZVPD",
  "symbols": ["C", "C", "C", "C", "C", "C", "N", "N", "O", "O", "O", "H", "H", "H", "H", "H", "H", "H", "H", "H", "H", "H", "H", "H", "H", "H"],
  "positions_angstrom": [[0.7583, 0.5467, -1.8201], [2.2319, 2.3853, -1.4730], [-2.4831, 0.4922, 0.1391], [0.1720, -2.8060, -0.4743], [0.4432, 0.2765, 2.6495], [-0.0393, -0.5783, 0.2614], [1.5221, 1.2851, -1.0548], [-1.7592, -0.7487, 0.2845], [0.3472, 0.0408, -2.8277], [0.2612, -1.8716, 0.5922], [0.3659, 0.3687, 1.1223], [3.3909, 2.3851, -1.2829], [2.1351, 2.4529, -2.6397], [1.7214, 3.2759, -0.9959], [-2.5572, 0.5917, -0.9303], [-3.5722, 0.3701, 0.5856], [-1.9941, 1.3736, 0.4852], [-0.0213, -3.7504, 0.0775], [1.1588, -2.8460, -1.0008], [-0.7536, -2.5969, -1.2121], [1.4406, 0.5402, 2.8850], [0.1435, -0.7818, 2.9979], [-0.1975, 1.0611, 3.1139], [1.2717, 1.2187, -0.0722], [-1.9108, -1.4010, -0.5645], [-2.0755, -1.2840, 1.1542]],
  "nbo_charge": [0.894, -0.437, -0.432, -0.251, -0.274, 0.477, -0.626, -0.639, -0.447, -0.576, -0.609, 0.244, 0.233, 0.224, 0.219, 0.232, 0.229, 0.218, 0.214, 0.154, 0.212, 0.216, 0.210, 0.465, 0.431, 0.417],
  "total_charge": 1,
  "e_homo_ha": [-0.441, -0.441],
  "orbital_gap_ev": [9.0, 9.0],
  "spin_multiplicity": 1
}

The computed energies, referenced to the most stable structure and given in kcal/mol, are #1 0.0; #2 26.5.